(1)
A structure of composition C40H68N6O3SSr. Source: the OMol25 dataset; level of theory: ωB97M-V/def2-TZVPD.

The value obtained for the HOMO-LUMO gap (alpha / beta) is 5.85 / 5.81 eV. The energy relative to the best compared isomer or geometry (same formula, charge and spin) comes out at 0.888 eV. The total energy comes out at -69339.5323 eV. As for the multiplicity: 1.

Structure (XYZ):
```
119
Properties=species:S:1:pos:R:3:lowdin_charge:R:1
Sr -0.20 -0.43 -0.32 1.556
C 0.25 -3.63 -0.07 -0.166
C 2.04 -2.96 1.61 -0.181
N 1.52 -1.63 1.52 -0.081
C 1.03 -1.08 2.77 -0.192
C -0.38 -1.58 3.07 -0.214
N -1.35 -0.96 2.19 -0.110
C -2.72 -1.40 2.48 -0.205
C -3.19 -2.49 1.51 -0.166
C -3.84 -1.91 0.25 -0.210
N -2.88 -1.22 -0.61 -0.099
C -2.88 -1.64 -2.00 -0.207
C -1.87 -2.78 -2.17 -0.197
N -0.53 -2.27 -1.97 -0.189
C 0.44 -3.27 -1.54 -0.196
H -0.23 -2.80 0.43 0.057
H -0.37 -4.53 0.03 0.129
H 3.14 -2.99 1.49 0.102
H 1.82 -3.39 2.60 0.138
H 2.21 -1.01 1.10 0.096
H 1.00 0.01 2.70 0.117
H 1.68 -1.36 3.61 0.126
H -0.60 -1.36 4.13 0.127
H -0.43 -2.67 2.95 0.120
H -1.30 0.04 2.40 0.065
H -3.40 -0.55 2.41 0.122
H -2.78 -1.79 3.50 0.114
H -3.92 -3.13 2.00 0.112
H -2.33 -3.10 1.21 0.092
H -4.65 -1.23 0.56 0.122
H -4.31 -2.72 -0.31 0.115
H -3.03 -0.22 -0.56 0.064
H -2.57 -0.80 -2.62 0.116
H -3.88 -1.98 -2.33 0.121
H -2.00 -3.25 -3.16 0.127
H -2.08 -3.53 -1.40 0.117
H -0.20 -1.86 -2.84 0.131
H 1.43 -2.83 -1.66 0.096
H 0.40 -4.17 -2.16 0.130
C -0.50 7.66 -0.51 -0.064
C 0.50 6.56 -0.13 -0.554
C 1.78 6.79 -0.95 -0.044
C 0.81 6.67 1.37 -0.040
C -0.05 5.16 -0.37 -0.176
C 0.80 4.08 -0.21 0.040
C 0.32 2.76 -0.27 -0.208
N 1.03 1.62 -0.19 0.001
C 2.37 1.48 -0.16 -0.202
C 3.31 2.34 0.43 0.027
C 4.66 2.14 0.28 -0.173
C 5.07 1.05 -0.52 0.021
C 4.21 0.13 -1.05 -0.088
C 2.81 0.26 -0.82 -0.331
O 1.93 -0.59 -1.18 -0.282
C 4.72 -1.05 -1.88 -0.529
C 4.03 -1.01 -3.26 -0.036
C 6.23 -1.04 -2.11 -0.062
C 4.37 -2.35 -1.14 -0.042
C 5.72 3.02 0.92 -0.555
C 6.58 2.16 1.86 -0.044
C 5.11 4.16 1.74 -0.063
C 6.60 3.65 -0.17 -0.043
C -1.08 2.53 -0.55 -0.327
O -1.49 1.29 -0.50 -0.379
C -1.90 3.63 -0.85 -0.099
C -1.38 4.91 -0.72 0.026
C -3.31 3.39 -1.37 -0.529
C -4.07 4.68 -1.67 -0.063
C -4.11 2.60 -0.33 -0.037
C -3.20 2.59 -2.68 -0.032
H -0.04 8.63 -0.35 0.082
H -0.76 7.58 -1.57 0.088
H -1.40 7.60 0.09 0.082
H 2.15 7.80 -0.79 0.082
H 2.57 6.10 -0.66 0.065
H 1.58 6.65 -2.01 0.092
H 1.19 7.67 1.60 0.082
H -0.09 6.50 1.96 0.085
H 1.55 5.94 1.67 0.075
H 1.85 4.24 -0.05 0.086
H 2.93 3.11 1.08 0.096
H 6.13 0.93 -0.68 0.093
H 4.33 -0.11 -3.79 0.090
H 4.32 -1.88 -3.85 0.083
H 2.95 -1.01 -3.15 0.066
H 6.55 -0.15 -2.64 0.086
H 6.77 -1.10 -1.16 0.081
H 6.50 -1.91 -2.70 0.085
H 3.31 -2.37 -0.92 0.042
H 4.62 -3.22 -1.74 0.090
H 4.92 -2.40 -0.21 0.089
H 5.96 1.71 2.63 0.088
H 7.08 1.35 1.33 0.075
H 7.34 2.77 2.34 0.082
H 4.50 3.77 2.56 0.085
H 5.91 4.76 2.17 0.084
H 4.50 4.80 1.12 0.075
H 7.14 2.90 -0.74 0.075
H 5.99 4.22 -0.86 0.089
H 7.33 4.32 0.28 0.082
H -2.02 5.75 -0.91 0.086
H -4.20 5.28 -0.77 0.085
H -3.56 5.28 -2.42 0.085
H -5.06 4.44 -2.06 0.084
H -4.27 3.21 0.56 0.084
H -5.08 2.31 -0.73 0.084
H -3.57 1.71 -0.04 0.051
H -2.64 3.18 -3.41 0.092
H -2.65 1.67 -2.51 0.060
H -4.18 2.37 -3.08 0.084
S 3.47 -5.65 0.97 0.642
C 2.12 -5.03 0.34 -0.630
N 1.52 -3.90 0.59 -0.186
C -1.60 2.85 2.85 -0.114
O -0.73 1.82 2.43 -0.149
H -1.40 3.77 2.31 0.080
H -1.43 3.01 3.91 0.085
H -2.65 2.57 2.69 0.080
H -0.79 1.77 1.46 0.030
```

(2)
A cluster of 8 separate species, C40H69Cl3F24O3 in total. Source: the OMol25 dataset; level of theory: ωB97M-V/def2-TZVPD.

The value obtained for the HOMO-LUMO gap is 11.04 eV. The energy relative to the best compared isomer or geometry (same formula, charge and spin) comes out at 2.402 eV. The total energy comes out at -151527.0444 eV. As for the multiplicity: 1.

Structure (XYZ):
```
139
Properties=species:S:1:pos:R:3:lowdin_charge:R:1
F -1.79 21.20 -1.19 0.117
C -2.51 21.89 -0.33 -0.358
F -3.09 22.90 -1.00 0.100
C -3.27 21.02 0.63 -0.501
F -2.38 20.31 1.33 0.140
F -4.10 20.16 0.06 0.110
C -4.12 21.85 1.57 -0.045
O -3.36 22.80 2.35 0.016
C -4.02 23.37 3.46 -0.505
F -5.13 23.96 3.00 0.155
F -4.39 22.40 4.30 0.165
C -3.01 24.39 4.10 -0.317
F -3.44 25.10 5.15 0.106
F -1.86 23.83 4.43 0.125
H -1.78 22.49 0.21 0.173
H -4.71 21.25 2.26 0.151
H -4.89 22.31 0.94 0.125
H -2.73 25.15 3.36 0.168
F -5.46 13.78 -4.15 0.083
C -6.58 13.99 -3.47 -0.355
F -7.44 14.69 -4.22 0.104
C -7.26 12.76 -2.87 -0.465
F -8.55 13.13 -2.60 0.120
F -6.61 12.48 -1.76 0.159
C -7.34 11.51 -3.75 -0.030
O -7.89 11.65 -5.09 0.021
C -8.53 10.51 -5.67 -0.486
F -7.75 9.42 -5.58 0.142
F -9.71 10.27 -5.06 0.144
C -8.93 10.73 -7.16 -0.327
F -9.59 9.72 -7.70 0.119
F -9.65 11.85 -7.28 0.110
H -6.29 14.73 -2.73 0.105
H -7.82 10.76 -3.12 0.148
H -6.34 11.11 -3.95 0.141
H -8.08 10.86 -7.83 0.164
F -9.81 21.67 0.18 0.115
C -9.19 21.77 -1.00 -0.334
F -9.97 22.30 -1.93 0.119
C -7.86 22.59 -0.88 -0.421
F -7.10 22.05 0.02 0.146
F -8.11 23.92 -0.46 0.079
C -7.03 22.66 -2.17 -0.044
O -6.97 21.39 -2.86 -0.001
C -5.68 21.04 -3.42 -0.440
F -5.22 22.05 -4.21 0.144
F -4.77 20.81 -2.44 0.130
C -5.97 19.74 -4.23 -0.369
F -4.86 19.17 -4.60 0.128
F -6.66 18.86 -3.56 0.134
H -9.02 20.76 -1.37 0.150
H -6.02 23.07 -2.13 0.142
H -7.57 23.42 -2.74 0.141
H -6.55 19.99 -5.12 0.177
Cl -4.00 16.13 -2.57 0.610
C -3.38 17.67 -1.93 -1.429
Cl -2.05 18.33 -2.89 0.623
Cl -2.65 17.38 -0.28 0.537
H -4.19 18.39 -1.85 -0.014
C -1.17 13.82 7.15 -0.127
C -1.42 14.34 5.72 -0.248
C -0.24 15.21 5.11 -0.212
C -0.41 15.27 3.60 -0.245
C 0.73 16.06 2.94 -0.247
C 0.51 16.31 1.43 -0.116
H -1.94 13.17 7.57 0.064
H -0.95 14.65 7.82 0.065
H -0.28 13.20 7.15 0.064
H -1.56 13.41 5.18 0.093
H -2.37 14.86 5.59 0.098
H 0.72 14.74 5.33 0.107
H -0.21 16.23 5.50 0.108
H -0.37 14.23 3.29 0.112
H -1.37 15.72 3.33 0.114
H 0.78 17.06 3.37 0.105
H 1.68 15.53 3.06 0.106
H 0.27 15.43 0.84 0.060
H -0.29 17.04 1.33 0.033
H 1.36 16.81 0.97 0.049
C -6.54 18.15 0.14 -0.090
C -7.46 17.09 -0.57 -0.240
C -8.83 17.57 -1.08 -0.211
C -9.68 18.17 0.09 -0.196
C -11.02 18.67 -0.50 -0.270
C -11.98 19.20 0.56 -0.112
H -5.60 17.66 0.39 0.046
H -6.94 18.63 1.04 0.066
H -6.37 18.97 -0.56 0.049
H -6.91 16.73 -1.45 0.066
H -7.64 16.26 0.11 0.103
H -9.34 16.73 -1.55 0.107
H -8.63 18.25 -1.91 0.090
H -9.77 17.40 0.86 0.114
H -9.15 18.96 0.62 0.091
H -10.97 19.49 -1.22 0.093
H -11.46 17.82 -1.01 0.104
H -12.97 19.27 0.09 0.071
H -11.92 18.57 1.44 0.075
H -11.74 20.25 0.76 0.055
C 3.06 12.70 -1.24 -0.107
C 1.84 13.65 -1.40 -0.252
C 2.37 15.02 -1.80 -0.226
C 1.18 15.86 -2.34 -0.222
C 1.46 17.32 -2.62 -0.277
C 1.78 18.24 -1.45 -0.115
H 3.78 13.08 -0.52 0.069
H 3.52 12.61 -2.23 0.066
H 2.83 11.67 -1.00 0.059
H 1.21 13.29 -2.22 0.104
H 1.22 13.82 -0.52 0.090
H 3.14 14.99 -2.57 0.115
H 2.78 15.52 -0.92 0.101
H 0.90 15.43 -3.30 0.089
H 0.31 15.83 -1.70 0.105
H 2.34 17.46 -3.25 0.107
H 0.60 17.71 -3.16 0.048
H 2.56 17.87 -0.79 0.063
H 1.90 19.29 -1.71 0.073
H 0.94 18.30 -0.76 0.049
C -1.24 16.27 -5.33 -0.144
C -1.37 16.15 -6.84 -0.263
C -1.75 14.82 -7.48 -0.235
C -3.12 14.25 -7.10 -0.206
C -3.29 12.88 -7.84 -0.242
C -4.61 12.11 -7.46 -0.104
H -0.61 15.50 -4.89 0.065
H -2.20 16.07 -4.84 0.020
H -0.92 17.27 -5.05 0.029
H -2.15 16.87 -7.10 0.105
H -0.44 16.53 -7.25 0.103
H -1.03 14.06 -7.19 0.107
H -1.62 14.94 -8.55 0.110
H -3.27 14.29 -6.02 0.101
H -3.90 14.87 -7.55 0.111
H -3.21 12.84 -8.93 0.104
H -2.47 12.25 -7.50 0.092
H -5.49 12.37 -8.06 0.060
H -4.38 11.05 -7.53 0.064
H -4.84 12.38 -6.44 0.044
```

(3)
A cluster of 10 separate species, C40H70N10 in total. Source: the OMol25 dataset; level of theory: ωB97M-V/def2-TZVPD.

The value obtained for the HOMO-LUMO gap is 11.67 eV. The energy relative to the best compared isomer or geometry (same formula, charge and spin) comes out at 1.233 eV. The total energy comes out at -57514.4062 eV. As for the multiplicity: 1.

Structure (XYZ):
```
120
Properties=species:S:1:pos:R:3:lowdin_charge:R:1
C -0.03 -7.70 -0.80 -0.107
C 0.67 -7.05 0.35 -0.256
C 1.75 -6.02 -0.05 -0.160
C 1.11 -4.99 -0.87 -0.229
N 0.43 -4.34 -1.53 0.184
H 0.62 -8.31 -1.43 0.079
H -0.40 -6.95 -1.48 0.053
H -0.80 -8.35 -0.43 0.075
H 1.18 -7.78 0.99 0.116
H -0.08 -6.60 0.97 0.073
H 2.57 -6.49 -0.59 0.115
H 2.09 -5.56 0.88 0.114
C 0.67 4.91 1.41 -0.107
C -0.45 5.79 0.86 -0.247
C 0.08 7.09 0.22 -0.185
C 0.77 7.92 1.19 -0.246
N 1.27 8.53 2.02 0.153
H 1.35 5.54 1.99 0.076
H 1.27 4.42 0.66 0.048
H 0.25 4.12 2.03 0.064
H -1.10 6.05 1.70 0.116
H -1.02 5.22 0.12 0.077
H -0.76 7.69 -0.14 0.115
H 0.71 6.95 -0.67 0.106
C 2.25 -3.10 3.64 -0.110
C 2.53 -1.76 4.27 -0.277
C 3.59 -1.79 5.37 -0.178
C 4.86 -2.27 4.82 -0.245
N 5.83 -2.65 4.36 0.151
H 2.04 -3.89 4.37 0.085
H 3.16 -3.37 3.10 0.075
H 1.37 -3.08 3.04 0.027
H 1.58 -1.39 4.67 0.089
H 2.76 -1.00 3.51 0.111
H 3.24 -2.40 6.19 0.119
H 3.78 -0.78 5.74 0.121
C 3.92 -2.65 -2.61 -0.113
C 3.89 -3.71 -3.69 -0.276
C 4.75 -4.90 -3.37 -0.213
C 6.17 -4.55 -3.25 -0.242
N 7.25 -4.18 -3.17 0.150
H 3.50 -3.03 -1.68 0.057
H 3.35 -1.79 -2.92 0.061
H 4.97 -2.30 -2.43 0.092
H 4.25 -3.34 -4.65 0.118
H 2.84 -4.06 -3.84 0.116
H 4.65 -5.70 -4.13 0.127
H 4.51 -5.33 -2.40 0.107
C -5.10 3.54 1.21 -0.083
C -3.91 3.49 0.22 -0.263
C -4.12 2.50 -0.90 -0.195
C -4.19 1.13 -0.37 -0.205
N -4.17 0.07 0.07 0.168
H -5.99 3.88 0.66 0.089
H -4.80 4.15 2.06 0.074
H -5.33 2.59 1.68 0.057
H -2.95 3.28 0.73 0.095
H -3.79 4.50 -0.17 0.089
H -3.32 2.42 -1.63 0.096
H -5.07 2.66 -1.40 0.117
C -3.79 -5.47 -0.18 -0.115
C -3.00 -4.45 -0.97 -0.239
C -2.54 -3.26 -0.09 -0.187
C -1.62 -3.74 0.93 -0.247
N -0.94 -4.25 1.71 0.183
H -4.80 -5.17 0.08 0.068
H -3.39 -5.75 0.80 0.069
H -3.86 -6.41 -0.73 0.073
H -3.67 -4.08 -1.74 0.109
H -2.12 -4.93 -1.40 0.081
H -3.38 -2.68 0.31 0.100
H -2.02 -2.61 -0.81 0.104
C 0.92 -0.94 -0.47 -0.088
C 0.68 -0.36 0.95 -0.213
C -0.59 0.48 0.97 -0.175
C -0.54 1.58 -0.02 -0.202
N -0.42 2.40 -0.81 0.194
H 0.88 -0.13 -1.21 0.062
H 0.18 -1.66 -0.80 0.041
H 1.88 -1.41 -0.55 0.054
H 1.58 0.27 1.13 0.120
H 0.62 -1.18 1.65 0.083
H -0.78 0.91 1.94 0.094
H -1.47 -0.11 0.72 0.096
C 3.05 2.20 -1.92 -0.109
C 2.74 3.16 -3.05 -0.249
C 2.33 4.54 -2.52 -0.202
C 3.41 5.17 -1.76 -0.243
N 4.21 5.77 -1.20 0.158
H 2.18 2.13 -1.25 0.047
H 3.89 2.58 -1.33 0.080
H 3.26 1.18 -2.22 0.064
H 1.90 2.81 -3.62 0.095
H 3.65 3.21 -3.66 0.120
H 1.47 4.35 -1.87 0.088
H 2.12 5.18 -3.36 0.105
C -1.50 -1.28 4.45 -0.107
C -2.74 -1.35 3.52 -0.237
C -3.43 0.00 3.26 -0.202
C -4.04 0.47 4.48 -0.251
N -4.45 0.67 5.52 0.156
H -1.78 -0.82 5.40 0.065
H -0.64 -0.70 4.04 0.062
H -1.09 -2.28 4.66 0.079
H -3.42 -2.11 3.96 0.128
H -2.28 -1.76 2.63 0.062
H -4.23 -0.18 2.55 0.085
H -2.73 0.74 2.84 0.099
C -0.72 6.42 -3.85 -0.096
C -1.06 4.97 -3.57 -0.272
C -2.41 4.52 -4.17 -0.170
C -3.56 5.02 -3.39 -0.215
N -4.43 5.41 -2.76 0.158
H -0.55 6.57 -4.92 0.085
H 0.23 6.73 -3.35 0.069
H -1.50 7.08 -3.53 0.067
H -1.03 4.72 -2.52 0.078
H -0.28 4.32 -3.92 0.087
H -2.40 3.43 -4.24 0.116
H -2.52 4.80 -5.21 0.116
```

(4)
A cluster of 12 separate species, C40H70N2O10 in total. Source: the OMol25 dataset; level of theory: ωB97M-V/def2-TZVPD.

The value obtained for the HOMO-LUMO gap is 9.41 eV. The energy relative to the best compared isomer or geometry (same formula, charge and spin) comes out at 3.072 eV. The total energy comes out at -66067.0291 eV. As for the multiplicity: 1.

Structure (XYZ):
```
122
Properties=species:S:1:pos:R:3:lowdin_charge:R:1
C -0.94 -1.26 -0.04 -0.061
C 0.24 -0.82 -0.68 -0.071
C 1.05 0.17 -0.14 -0.145
N 0.71 0.69 1.04 0.081
C -0.43 0.34 1.69 -0.163
C -1.29 -0.63 1.17 -0.066
H -1.59 -1.99 -0.48 0.092
H 0.60 -1.17 -1.64 0.097
H 1.88 0.54 -0.71 0.077
H -0.79 0.88 2.56 0.074
H -2.28 -0.89 1.51 0.100
C 2.80 -1.38 -6.68 -0.073
C 1.81 -2.01 -5.86 -0.053
C 2.11 -2.18 -4.51 -0.141
N 3.23 -1.70 -3.90 0.062
C 4.12 -1.10 -4.70 -0.175
C 4.00 -0.95 -6.12 -0.060
H 2.57 -1.10 -7.70 0.098
H 0.87 -2.28 -6.32 0.088
H 1.39 -2.58 -3.81 0.066
H 4.99 -0.77 -4.16 0.095
H 4.64 -0.50 -6.86 0.095
C 3.58 -3.45 3.46 -0.012
C 2.16 -3.06 3.84 -0.401
C 1.32 -2.22 2.83 -0.013
O 1.60 -3.29 4.93 0.019
H 4.08 -3.81 4.37 0.079
H 4.25 -2.62 3.25 0.073
H 3.62 -4.12 2.60 0.089
H 0.66 -1.51 3.33 0.055
H 0.67 -2.89 2.27 0.067
H 1.88 -1.79 2.01 0.068
C -0.56 -1.05 7.12 -0.007
C -0.99 -1.00 5.68 -0.521
C -1.59 -2.21 5.06 -0.017
O -0.86 -0.01 5.02 0.041
H -0.26 -0.09 7.52 0.085
H 0.27 -1.76 7.11 0.085
H -1.30 -1.50 7.78 0.085
H -0.91 -3.06 5.10 0.078
H -1.78 -2.01 4.01 0.073
H -2.56 -2.44 5.51 0.092
C 0.99 3.11 -2.58 -0.015
C 1.74 2.01 -3.21 -0.458
C 3.24 1.97 -2.95 -0.005
O 1.28 1.28 -4.10 0.049
H 1.66 3.96 -2.49 0.097
H 0.61 2.86 -1.59 0.081
H 0.06 3.32 -3.11 0.064
H 3.33 1.41 -2.01 0.062
H 3.72 2.93 -3.09 0.095
H 3.57 1.24 -3.68 0.056
C 4.84 1.37 2.88 -0.010
C 4.30 1.23 1.46 -0.483
C 4.20 2.47 0.63 -0.023
O 3.89 0.18 1.00 0.051
H 4.66 0.41 3.38 0.076
H 4.25 2.06 3.49 0.079
H 5.85 1.77 2.86 0.087
H 3.42 2.43 -0.13 0.052
H 5.14 2.69 0.13 0.094
H 3.93 3.26 1.33 0.076
C -3.51 1.45 4.06 -0.005
C -4.10 2.85 4.42 -0.455
C -3.26 4.08 4.57 -0.022
O -5.30 2.91 4.62 0.057
H -4.25 0.76 3.65 0.084
H -3.05 0.97 4.92 0.063
H -2.67 1.52 3.37 0.043
H -2.67 4.08 5.49 0.088
H -3.80 5.01 4.72 0.083
H -2.65 4.23 3.68 0.064
C -2.67 2.56 0.00 -0.021
C -3.16 2.91 -1.38 -0.412
C -2.22 3.78 -2.28 -0.024
O -4.09 2.29 -1.92 0.018
H -3.21 1.68 0.35 0.085
H -2.58 3.40 0.68 0.069
H -1.65 2.21 -0.15 0.067
H -2.16 3.39 -3.30 0.066
H -1.23 3.82 -1.82 0.024
H -2.64 4.79 -2.34 0.089
C -2.03 0.43 -3.28 0.001
C -1.39 -0.52 -4.38 -0.436
C -1.09 0.14 -5.67 -0.031
O -1.15 -1.69 -4.08 0.024
H -1.57 0.28 -2.31 0.059
H -3.12 0.41 -3.29 0.080
H -1.81 1.45 -3.61 0.041
H -0.73 -0.68 -6.30 0.071
H -0.39 0.97 -5.57 0.070
H -1.94 0.65 -6.12 0.093
C 0.63 -4.32 -0.20 -0.014
C 0.95 -5.41 -1.21 -0.525
C 0.55 -5.21 -2.56 -0.027
O 1.54 -6.42 -0.89 0.070
H -0.39 -3.94 -0.22 0.057
H 1.37 -3.55 -0.40 0.091
H 0.78 -4.78 0.77 0.082
H -0.45 -5.64 -2.66 0.094
H 1.22 -5.55 -3.35 0.102
H 0.39 -4.16 -2.81 0.060
C 0.12 3.96 2.21 -0.018
C -0.11 5.19 1.30 -0.473
C 0.61 6.49 1.77 -0.007
O -0.91 5.17 0.44 0.083
H 0.04 4.09 3.29 0.083
H 1.11 3.53 2.05 0.069
H -0.59 3.21 1.88 0.038
H -0.14 7.28 1.85 0.083
H 1.33 6.72 0.98 0.077
H 1.16 6.31 2.69 0.069
C -3.80 -4.83 -2.65 -0.009
C -3.70 -4.38 -1.23 -0.496
C -4.62 -3.22 -0.80 -0.010
O -2.90 -4.86 -0.49 0.071
H -2.74 -4.86 -2.91 0.072
H -4.14 -3.97 -3.23 0.073
H -4.38 -5.71 -2.93 0.094
H -4.94 -2.61 -1.65 0.071
H -4.10 -2.45 -0.22 0.062
H -5.46 -3.59 -0.23 0.087
```

Number 1: F_max 2.4 eV/A. Number 2: F_max 3.7 eV/A. Number 3: F_max 1.7 eV/A. Number 4: F_max 4.6 eV/A.